(i)
The following is a DFT calculation (ωB97M-V/def2-TZVPD) of an isolated molecule of C8H16N2O3.

The geometry in XYZ format:
```
29
Properties=species:S:1:pos:R:3
C -2.00872 -0.63353 -1.21854
C -1.10489 -1.60801 -0.49221
C -1.25728 -1.69410 1.06774
C 0.44805 -1.49780 -0.82454
C 1.13020 -0.22838 -0.23607
N 0.87633 1.00280 -0.98127
C 0.24464 2.11936 -0.42177
O -0.25599 2.91562 -1.18954
C 0.20048 2.35499 1.03578
N -0.58900 1.30732 1.66255
C 2.61773 -0.45392 0.03478
O 2.96245 -1.46676 0.61018
O 3.56781 0.37080 -0.45395
H -1.93647 0.32267 -0.73220
H -3.06676 -0.96408 -1.19448
H -1.77358 -0.52702 -2.31758
H -1.29003 -2.61302 -0.90754
H -0.62921 -2.48206 1.48261
H -0.92040 -0.81987 1.58045
H -2.29084 -1.94738 1.28256
H 0.89022 -2.30335 -0.30224
H 0.58921 -1.57574 -1.92942
H 0.68393 -0.09568 0.79850
H 0.71573 0.88610 -1.98806
H -0.20196 3.34520 1.18161
H 1.27935 2.23617 1.40086
H -0.45572 1.48515 2.61301
H -1.55605 1.49254 1.42659
H 3.13075 1.07199 -0.98777
```

As for the LUMO energy: 0.5 eV. The HOMO energy is -9.69 eV. As for the frontier orbital gap: 10.20 eV. The SMILES is CC(C)C[C@H](NC(=O)CN)C(=O)O.



(ii)
The following is a DFT calculation (ωB97M-V/def2-TZVPD) of a structure of composition C8H16N2O3.

The geometry in XYZ format:
```
29
Properties=species:S:1:pos:R:3
C 2.96397 -1.05668 0.29689
C 1.46933 -1.29008 0.66344
C -0.77565 -0.73022 0.20863
C -1.79429 -1.96383 0.07441
C -1.35872 0.56209 -0.29593
C -2.90666 0.46007 -0.30925
C -1.07254 1.93727 0.47251
C 0.39515 2.33321 0.38968
H 3.51698 0.73984 -0.71024
H 3.84230 -1.05078 -1.91093
H 3.32359 -0.34741 1.00831
H 3.42916 -2.06626 0.31633
H 0.86721 -0.43092 -1.02840
H -0.67494 -0.61107 1.31182
H -0.97634 0.88081 -1.35270
H -3.25211 -0.33163 -0.77079
H -3.21876 0.23928 0.71833
H -3.49639 1.29895 -0.73210
H -1.53404 2.68273 -0.11989
H -1.36226 1.98446 1.54573
H 0.61668 3.33064 0.72116
H 0.70194 2.39167 -0.71447
H 0.92460 1.51064 0.94420
H -0.48670 -2.35157 -1.13050
N 3.07551 -0.45420 -1.04059
N 0.54856 -1.02444 -0.33485
O 1.26791 -1.61497 1.84483
O -2.70252 -2.17853 0.78379
O -1.33097 -2.84905 -0.84941
```

As for the LUMO energy: 0.1 eV. The HOMO energy is -9.80 eV. As for the frontier orbital gap: 9.87 eV.



Pick (i): it beats the second-best structure by 0.1174 hartree.



(i)
The following is a DFT calculation (ωB97M-V/def2-TZVPD) of a cluster of 2 separate species, C4H9NO in total.

The geometry in XYZ format:
```
15
Properties=species:S:1:pos:R:3
C -1.03751 -2.31895 0.72753
C 0.05265 -1.30380 0.51219
C -0.14358 -0.01407 0.15838
N 0.86953 0.85444 -0.29721
C 1.96114 0.43739 -0.96789
H -2.02307 -1.81115 0.84183
H -1.12229 -2.88597 -0.23351
H -0.68483 -2.90322 1.64378
H 1.17188 -1.68309 0.64225
H -0.93633 0.58062 0.56550
H 2.36151 1.25393 -1.46172
H 2.09351 -0.53293 -1.21230
H -0.78044 4.18040 0.02884
H -0.67395 2.66396 -0.35019
O -1.10822 3.48246 -0.59748
```

As for the LUMO energy (alpha / beta): 4.2 / 4.2 eV. The HOMO energy (alpha / beta) is -0.27 / -2.98 eV. As for the spin multiplicity: 2. As for the frontier orbital gap (alpha / beta): 4.46 / 7.15 eV. As for the total charge: -1.



(ii)
The following is a DFT calculation (ωB97M-V/def2-TZVPD) of a structure of composition C4H9NO.

The geometry in XYZ format:
```
15
Properties=species:S:1:pos:R:3
C -1.83266 -0.21237 -0.79819
N -1.92968 0.71733 0.11845
C 1.90952 0.74008 -0.57061
C 1.92060 -0.09911 0.65230
C 0.71445 -0.18793 1.50273
O -0.89025 -1.02992 -0.97376
H -2.62219 -0.20628 -1.59247
H -2.77919 1.25974 -0.01959
H 1.36402 -0.31570 -0.63074
H 2.82699 0.86704 -1.10627
H 1.31547 1.63095 -0.51136
H 2.50538 -0.99080 0.79332
H -0.15045 -0.52851 0.91885
H 0.82933 -0.81572 2.37545
H 0.26821 0.75808 1.82753
```

As for the LUMO energy (alpha / beta): 4.4 / 4.4 eV. The HOMO energy (alpha / beta) is -1.87 / -3.55 eV. As for the spin multiplicity: 2. As for the frontier orbital gap (alpha / beta): 6.30 / 7.92 eV. As for the total charge: -1.



Pick (i): it beats the second-best structure by 0.0099 hartree.